51
Properties=species:S:1:pos:R:3 method="wB97M-V/def2-TZVPD" relative_energy_ev=3.659 e_tot_ha=-1299.39548 total_charge=0 e_homo_ev=-10.80
O 0.1615 2.6221 2.3130
H 0.3779 3.3958 2.8413
H -0.4164 2.9326 1.6099
O -2.5403 3.2573 -1.8271
H -3.3465 3.6185 -1.4397
H -2.2533 2.8424 -0.9819
O -1.0910 -2.3872 3.1278
H -0.9627 -3.3345 3.0643
H -0.3934 -1.9803 2.5769
O 0.3836 -4.2983 2.0899
H 1.3532 -4.2510 2.2694
H 0.4374 -3.8239 1.2537
O 1.6193 -4.1704 -0.3465
H 0.9700 -4.3328 -1.0623
H 1.7566 -3.2469 -0.5932
O -2.2210 1.3774 0.8495
H -2.6610 0.5720 0.6213
H -1.3643 1.3614 1.2729
O 1.7700 2.2830 -0.3551
H 2.1328 2.2572 -1.2471
H 1.4999 1.3754 -0.1744
O 2.1278 5.2408 -1.4586
H 1.3756 5.2777 -2.0658
H 2.0195 4.3904 -1.0126
O 3.1048 1.4917 -3.9011
H 2.2890 1.7274 -3.3863
H 3.5772 0.6871 -3.7011
O 3.5040 -1.4149 2.2405
H 3.9862 -0.6321 2.5058
H 4.0600 -2.1867 2.3415
O 0.8561 3.4473 -3.2863
H 0.0814 3.9843 -3.1431
H 1.5576 3.7257 -3.8718
O -1.8609 -3.7310 -1.7463
H -2.2745 -3.4284 -2.5528
H -1.7043 -4.6587 -1.5910
O 2.6052 -0.8027 -2.6123
H 2.9851 -0.3746 -1.8420
H 1.6515 -0.8797 -2.6037
O -2.1314 1.2092 4.3406
H -1.7759 1.8884 3.7573
H -3.0177 1.5658 4.5167
O -4.5267 -0.3537 0.4699
H -3.6564 -0.7484 0.6775
H -4.3217 -0.1952 -0.4599
O -1.9260 -2.3653 0.5702
H -2.0190 -3.0749 -0.1315
H -2.0314 -2.5602 1.5207
O 0.1684 -0.6807 0.0842
H 0.7416 -1.4783 0.1261
H -0.6573 -1.1400 0.3527